Record 1
{"formula": "BrCl2P", "method": "the ωB97M-V functional and the def2-TZVPD basis", "symbols": ["P", "Cl", "Cl", "Br"], "positions_angstrom": [[-1.05737, -0.50205, 0.69670], [0.21348, 0.95106, 0.14231], [-2.45049, -0.36154, -0.64584], [3.29438, -0.08748, -0.19316]], "atomic_forces_ev_per_a": [[0.9918, -0.6646, 1.6188], [0.5778, 0.5259, -0.1825], [-1.4709, 0.1186, -1.4315], [-0.0987, 0.0200, -0.0048]], "e_above_lowest_ev": 0.000, "total_energy_ev": -104375.2797, "largest_force_ev_per_a": 2.056, "e_lumo_ev": [-1.4, -3.4], "spin_multiplicity": 1, "homo_lumo_gap_ev": [9.67, 5.07], "homo_ev": [-11.088, -8.447]}



Record 2
{"formula": "C4H11InNO", "method": "the ωB97M-V functional and the def2-TZVPD basis", "symbols": ["In", "C", "C", "C", "O", "C", "N", "H", "H", "H", "H", "H", "H", "H", "H", "H", "H", "H"], "positions_angstrom": [[-0.49537, 1.42877, -3.89180], [0.08440, -1.83840, -1.22398], [-0.20901, -1.04233, 0.04166], [0.62663, 0.20806, 0.22666], [-0.13074, 0.84090, 1.37681], [0.63014, 1.92401, 1.77755], [-1.64713, -0.86929, 0.05821], [0.03986, -1.12925, -2.00085], [-0.71690, -2.67858, -1.32894], [1.15486, -2.12619, -1.36482], [0.05284, -1.55299, 0.92125], [0.61887, 0.87310, -0.55815], [1.57167, -0.15728, 0.54014], [1.69384, 1.91695, 1.49030], [0.44504, 2.02706, 2.77158], [0.10576, 2.80957, 1.16868], [-1.79841, -0.28721, -0.80565], [-2.02634, -0.34691, 0.80135]], "atomic_forces_ev_per_a": [[-0.0627, 0.3258, -0.8727], [0.5277, -1.3054, -0.4709], [-4.0188, -3.9889, -0.2816], [-1.3919, 0.3192, 3.5246], [1.9868, -0.3845, -2.6751], [-0.8998, 0.3488, -1.5104], [4.5451, 3.9312, -2.5797], [-0.7967, 0.7249, -1.6204], [1.8800, 1.3155, 0.0737], [-0.8173, -0.4997, 0.8629], [0.3563, -1.0977, 1.4862], [-0.3390, 1.2224, -2.2459], [1.3336, 0.4558, 0.3983], [0.0493, 0.0676, -0.4875], [-0.3632, 0.9329, 3.0349], [0.8467, -0.6742, 0.7592], [-1.3265, -1.5723, 0.2273], [-1.5098, -0.1213, 2.3770]], "e_above_lowest_ev": 3.400, "total_energy_ev": -12997.0583, "total_charge": 3, "largest_force_ev_per_a": 6.540, "e_lumo_ev": -18.9, "spin_multiplicity": 1, "homo_lumo_gap_ev": 4.80, "homo_ev": -23.744}



Record 3
{"formula": "C6H12N2", "method": "the ωB97M-V functional and the def2-TZVPD basis", "symbols": ["C", "C", "C", "C", "C", "N", "C", "N", "H", "H", "H", "H", "H", "H", "H", "H", "H", "H", "H", "H"], "positions_angstrom": [[0.12599, -0.55718, 0.36986], [0.04218, 0.32777, -0.69495], [3.15562, 0.04100, 0.65800], [-1.95944, -0.27089, -0.77291], [1.81043, 0.64482, 0.91357], [-2.25692, -1.43388, -1.44956], [-2.82515, 0.44159, -0.04653], [1.64549, 1.63218, 1.66723], [-1.70052, -1.63793, -2.26480], [-3.23844, -1.67343, -1.56057], [0.66904, 1.92637, 1.75497], [-0.41270, -0.49382, 1.30548], [0.54210, -1.53764, 0.17172], [-0.10233, 1.39712, -0.62782], [0.42226, -0.00181, -1.65449], [3.39009, 0.08481, -0.40804], [3.93458, 0.56027, 1.22292], [3.15763, -1.01087, 0.95283], [-3.89927, 0.25856, -0.05980], [-2.50063, 1.30295, 0.52286]], "atomic_forces_ev_per_a": [[5.4232, 1.1266, 3.0699], [-6.2124, -0.8406, -2.6042], [0.0550, -0.0017, -0.1499], [1.1839, 1.6807, -0.8397], [-0.9740, -2.2934, 1.4997], [0.2859, -0.2146, -0.2116], [0.2650, 0.0994, -0.2498], [-0.1334, 0.2868, -0.8831], [-0.1153, 0.0378, 0.0484], [0.2295, 0.1206, 0.0740], [-0.0101, -0.2182, 0.1753], [-0.1992, 0.3569, -0.2823], [-0.2036, -0.0535, -0.0950], [0.0044, -0.0509, 0.3954], [0.3409, 0.0622, 0.0967], [0.0371, -0.0453, 0.0140], [-0.0970, 0.0917, -0.1037], [-0.0869, 0.0614, -0.0608], [0.1422, -0.2456, 0.1420], [0.0647, 0.0396, -0.0354]], "e_above_lowest_ev": 5.713, "total_energy_ev": -9391.1363, "largest_force_ev_per_a": 6.788, "e_lumo_ev": 0.9, "spin_multiplicity": 1, "homo_lumo_gap_ev": 7.90, "homo_ev": -7.023}